[1]
The following is a DFT calculation (ωB97M-V with the def2-TZVPD basis set) of a structure of composition C37H41AsCdN9O6S2.

Cartesian coordinates (Å):
Cd -0.0421 0.0833 0.7673
As 1.3241 4.6580 0.6125
S 3.0890 1.0503 0.0162
S 1.0795 3.1638 2.0610
O -7.4295 3.2304 0.6618
O -5.6932 6.6366 -2.3642
O -0.6727 3.0468 -1.1346
O -5.9681 2.2363 1.8791
O -3.6733 6.4596 -3.1004
O -1.7034 1.1823 -0.3868
N 1.2699 -5.3598 0.8393
N 1.8598 0.1605 -0.4645
N -1.6028 -1.6209 -0.2968
N -3.1242 1.5990 3.3119
N 0.8017 -2.6200 0.6987
N -4.6102 6.0934 -2.4235
N -2.2627 -3.6901 -0.8712
N -6.2965 2.9089 0.9053
N -3.1751 -2.7662 -1.2273
C 1.9149 -3.1103 1.2339
C 5.8883 1.4557 -3.5513
C 3.7378 0.8624 -2.6479
C -0.2698 -0.2807 2.9015
C -1.5304 -0.7913 4.9307
C 1.7479 4.0829 -1.1792
C -5.4581 4.4652 -0.7913
C 5.6744 -1.2420 2.9700
C 2.1491 -4.4744 1.3029
C -3.1980 4.2256 -1.6367
C -0.3824 -1.2140 5.5799
C -1.4728 -0.3056 3.6210
C -4.4172 4.8756 -1.5979
C 4.5930 0.9979 -3.7360
C -4.0391 2.6547 -0.0448
C -2.0479 2.5569 2.9394
C 5.4963 1.6576 -1.1864
C -2.7428 0.1692 2.9648
C 2.8555 5.7409 1.0867
C 0.8694 -0.7224 3.5873
C 5.0504 -0.0611 3.3450
C -0.0554 5.9944 0.4758
C -5.2339 3.3512 -0.0104
C 0.1521 -4.8732 0.3162
C -3.5214 1.7819 4.7328
C -1.6558 2.3935 -0.7979
C -0.0842 -3.5023 0.2486
C 6.3380 1.7916 -2.2783
C 4.7709 -1.0408 0.7489
C -2.7731 -1.5361 -0.8837
C 5.5356 -1.7329 1.6729
C 4.2055 1.1779 -1.3845
C 4.2766 0.6382 2.4250
C -1.3266 -2.9545 -0.3164
C -3.0053 3.0989 -0.8506
C 4.1491 0.1400 1.1375
C 0.8290 -1.1657 4.9025
H 7.3477 2.1557 -2.1351
H -2.6632 1.5900 5.3679
H 3.0615 -4.8668 1.7370
H 1.2134 3.1610 -1.4002
H -0.5812 -5.5769 -0.0591
H -0.9048 5.6073 -0.0841
H 6.0310 -2.6509 1.3812
H -2.6162 0.1571 1.8825
H 4.2408 0.7515 -4.7293
H -0.3618 6.2784 1.4786
H -4.3319 1.0989 4.9746
H 2.8242 3.9413 -1.2427
H 3.7189 5.0946 1.2302
H 6.5527 1.5561 -4.4003
H -0.4346 -1.5838 6.5961
H 1.4360 4.8589 -1.8778
H -2.4089 3.5748 3.0738
H 5.8431 1.9114 -0.1906
H -2.4861 -0.8694 5.4419
H 4.6692 -1.4117 -0.2662
H -3.9108 1.7474 0.5264
H 3.0615 6.4615 0.2928
H -3.6017 -0.4451 3.2353
H -6.3986 4.9958 -0.7728
H 2.6354 -2.3968 1.6165
H -3.8563 2.8075 4.8689
H 2.1509 -0.7212 -0.8798
H -1.1857 2.3842 3.5751
H 1.7387 -1.4977 5.3915
H -1.7453 2.3966 1.9091
H 1.8302 -0.7281 3.0805
H 0.3749 6.8533 -0.0383
H -2.4097 4.5910 -2.2792
H -4.0195 -3.0535 -1.6914
H 5.1629 0.3190 4.3524
H 3.7630 1.5537 2.7041
H -3.9530 1.8067 2.7524
H 2.6512 6.2666 2.0172
H 2.7173 0.5232 -2.7772
H 6.2758 -1.7862 3.6879
H -3.3154 -0.6246 -1.0823

Summary:
F_max = 0.685 eV/A
Lowest unoccupied orbital energy = -0.1155 Eh
HOMO energy = -10.38 eV
Frontier orbital gap = 0.2659 Ha
Charge = +1
Multiplicity = 1

natural (NBO) atomic charge list, values in e, 4 entries:
1 Cd 1.63
2 As 1.48
3 S 1.13
4 S -0.77

***

[2]
The following is a DFT calculation (ωB97M-V with the def2-TZVPD basis set) of an isolated molecule of C2H5N3S in a non-equilibrium geometry.

Cartesian coordinates (Å):
S 2.5622 1.4790 -0.4800
N 1.4732 0.2012 -0.1461
N -0.5543 -1.7556 0.5152
N -2.0462 -0.1366 -0.1710
C -0.8083 -0.5526 0.1764
C 0.2381 0.5141 0.1392
H 3.6256 0.6504 -0.4024
H -0.0018 1.5466 0.5327
H -2.2015 0.7234 -0.6397
H -2.7262 -0.9100 -0.3145
H 0.4392 -1.7599 0.7903

Summary:
F_max = 2.579 eV/A
Lowest unoccupied orbital energy = 0.0099 Eh
SMILES = [H]/N=C(N)\C=N\S
HOMO energy = -8.97 eV
Frontier orbital gap = 0.3394 Ha
Multiplicity = 1

natural (NBO) atomic charge list, values in e, 4 entries:
1 S 0.19
2 N -0.52
3 N -0.68
4 N -0.81

***

[3]
The following is a DFT calculation (ωB97M-V with the def2-TZVPD basis set) of a cluster of 3 separate species, C18H30N2O8 in total in a non-equilibrium geometry.

Cartesian coordinates (Å):
O -3.1386 0.6168 1.0961
O 2.3244 -0.2928 -1.0896
O -0.7718 -1.6122 -4.7716
O 2.8679 -2.4589 -1.4699
O -1.2540 -0.9261 -6.7642
O 4.2328 -0.7356 -2.0024
O -0.7769 -3.1175 -6.4640
O 0.9030 0.0849 3.3232
N 1.8259 2.7589 4.3770
N -3.9329 1.0318 5.3216
C -2.4752 0.6114 3.3603
C -0.1718 1.8987 2.2381
C 0.9561 2.8720 1.9734
C -0.3781 -2.6415 -3.8518
C -0.0739 0.7253 3.1877
C -1.3312 0.4293 3.9665
C -1.3090 2.0449 1.6048
C -1.3664 -1.1799 -8.1647
C -2.4033 1.0579 1.9113
C 1.1011 -2.9471 -3.9591
C -4.1637 2.4681 5.2237
C 1.5153 3.6007 3.2272
C 1.0831 -0.7018 -0.4961
C 5.2102 -1.6883 -2.4233
C -3.8516 0.4018 4.0082
C 3.1117 -1.2798 -1.5179
C -0.9221 -1.9996 -6.0387
C 1.2832 -1.1887 0.9252
H -3.4766 2.9062 4.4735
H -3.1141 0.8261 5.8784
H -4.5593 0.9461 3.3734
H 4.7859 -2.4037 -3.1256
H -0.3830 -1.3812 -8.5885
H 0.3250 -1.4044 1.3946
H 1.8882 -2.0964 0.9476
H -2.0417 -2.0105 -8.3614
H 1.6892 -2.0355 -3.8480
H 1.4041 -3.6575 -3.1921
H 2.4649 4.0569 2.9146
H -5.2018 2.6872 4.9609
H -0.9841 -3.5359 -3.9999
H 6.0045 -1.1366 -2.9197
H 5.6251 -2.2052 -1.5584
H 0.4431 0.1808 -0.4954
H 2.3364 1.9239 4.1238
H 1.3431 -3.3692 -4.9352
H 1.7883 2.4271 1.4145
H 1.8053 -0.4427 1.5084
H -1.7713 -0.2810 -8.6232
H 0.5953 -1.4545 -1.1159
H -0.6038 -2.2588 -2.8576
H -1.2888 0.0783 4.9945
H 0.5440 3.6517 1.3194
H 0.8837 4.4268 3.5664
H 0.9920 2.5438 4.9068
H -3.9403 2.9840 6.1619
H -4.1432 -0.6499 4.0453
H -1.5042 2.8516 0.9056

Summary:
F_max = 2.777 eV/A
Lowest unoccupied orbital energy = -0.0294 Eh
SMILES = CNCC1=CC(=O)C(CCN)=CC1=O.CCOC(=O)OC.CCOC(=O)OC
HOMO energy = -9.20 eV
Frontier orbital gap = 0.3087 Ha
Multiplicity = 1

natural (NBO) atomic charge list, values in e, 4 entries:
1 O -0.50
2 O -0.50
3 O -0.49
4 O -0.65

***

[4]
The following is a DFT calculation (ωB97M-V with the def2-TZVPD basis set) of an isolated molecule of C5H8.

Cartesian coordinates (Å):
C 0.5384 0.3055 -0.4765
C -0.9685 -2.8121 0.3395
C 0.3209 1.8148 -0.5339
C -0.1074 -0.3229 0.7761
C -0.5596 -1.7005 0.5587
H -0.9750 0.2785 1.0796
H 0.7062 2.3132 0.3635
H 1.6096 0.0722 -0.4887
H 0.8168 2.2553 -1.4050
H 0.5930 -0.2923 1.6201
H -0.7495 2.0426 -0.6082
H -1.3354 -3.7960 0.1465
H 0.1106 -0.1584 -1.3717

Summary:
F_max = 0.468 eV/A
Lowest unoccupied orbital energy = 0.0416 Eh
SMILES = C#CCCC
HOMO energy = -9.92 eV
Frontier orbital gap = 0.4063 Ha
Multiplicity = 1

natural (NBO) atomic charge list, values in e, 4 entries:
1 C -0.38
2 C -0.25
3 C -0.61
4 C -0.48

***

[5]
The following is a DFT calculation (ωB97M-V with the def2-TZVPD basis set) of an isolated molecule of C7H14 in a non-equilibrium geometry.

Cartesian coordinates (Å):
C 0.3086 -1.6950 -0.6266
C 0.1074 -0.7394 1.6969
C -0.8482 0.4298 -0.1442
C -1.2093 1.0856 -1.4675
C 1.6512 0.3100 0.0244
C 0.3282 -0.4114 0.2220
C -1.0272 1.9246 -0.2445
H 0.0940 0.1850 2.2859
H 2.4614 -0.3680 0.3061
H 0.5037 -1.4725 -1.6831
H -1.8975 2.3997 0.2110
H -0.8560 -1.2443 1.8535
H -1.7740 -0.1513 0.2501
H -0.5979 1.1345 -2.3925
H -0.6573 -2.2152 -0.5661
H 1.8004 0.6135 -1.0194
H 0.8991 -1.3871 2.0721
H -0.1042 2.4826 -0.0705
H 1.7135 1.2010 0.6581
H -1.9778 0.3074 -1.0879
H 1.0819 -2.3893 -0.2779

Summary:
F_max = 4.653 eV/A
Lowest unoccupied orbital energy = 0.0333 Eh
SMILES = CC(C)(C)C1CC1
HOMO energy = -8.72 eV
Frontier orbital gap = 0.3537 Ha
Multiplicity = 1

natural (NBO) atomic charge list, values in e, 4 entries:
1 C -0.60
2 C -0.59
3 C -0.18
4 C -0.54

***

[6]
The following is a DFT calculation (ωB97M-V with the def2-TZVPD basis set) of a cluster of 2 separate species, C13H15F3NO4S2 in total in a non-equilibrium geometry.

Cartesian coordinates (Å):
S -0.7907 -2.9260 -0.3391
S -1.3022 -0.0567 -1.2062
F -1.8972 1.0018 -3.5547
F -3.5836 0.2700 -2.3215
F -2.2506 -1.1493 -3.3871
O -2.1313 -3.3967 -0.5903
O 0.3328 -3.7837 -0.6204
O 2.2363 2.3677 1.4445
O 2.2358 0.5110 -1.9021
N -0.4487 -1.5257 -1.2888
C 0.2680 -2.7253 2.2099
C -0.1026 -0.7425 3.5647
C 0.4144 -1.7700 -2.4253
C 0.8330 1.4626 -0.2631
C -0.0348 3.0993 1.4263
C -0.6705 -2.2185 1.3010
C 1.7617 1.5307 -1.3794
C 0.5172 -1.9808 3.3649
C 2.1450 2.9237 -1.8488
C 1.1292 2.3168 0.8928
C -1.5017 -1.1464 1.6415
C -2.3006 0.0167 -2.7117
C -1.1382 -0.3385 2.7198
H 2.7686 2.8426 -2.7518
H 0.2982 3.6341 2.3118
H -2.4169 -0.9247 1.0846
H -0.3682 3.8350 0.6863
H -0.0137 -2.5672 -3.0535
H 0.4325 0.4826 0.0320
H 1.2315 3.4955 -2.0700
H 0.8256 -3.6381 1.9812
H 1.2240 -2.3456 4.1059
H -0.8584 2.4288 1.6897
H -1.6587 0.6060 2.8870
H 2.6853 3.4371 -1.0373
H 1.3901 -2.0658 -2.0276
H 0.1778 -0.1169 4.4099
H 0.5617 -0.8438 -2.9753

Summary:
F_max = 2.869 eV/A
Lowest unoccupied orbital energy = 0.1014 Eh
HOMO energy = -2.77 eV
Frontier orbital gap = 0.2031 Ha
Charge = -1
Multiplicity = 1

natural (NBO) atomic charge list, values in e, 4 entries:
1 S 2.28
2 S 0.48
3 F -0.33
4 F -0.34